# 1
Molecular formula: C9H13N3O3
Method: DFT, ωB97M-V/def2-TZVPD

```
28
Properties=species:S:1:pos:R:3:lowdin_charge:R:1
C -3.570 -1.321 0.589 -0.0946
C -3.282 0.021 0.677 -0.0881
C -2.534 -2.166 0.229 -0.0387
C -1.166 -0.275 -0.260 -0.0093
C -2.127 0.589 0.200 -0.2512
C -1.365 -1.644 -0.285 -0.2819
C 0.690 -2.046 -1.361 -0.1287
C -1.697 1.960 0.433 -0.2405
C 2.779 1.526 0.347 -0.0974
N -0.538 2.406 0.248 0.0378
N 1.859 1.648 -0.713 0.1547
N 3.603 0.558 0.416 -0.3300
O 4.410 0.588 1.548 0.0594
O 3.737 -0.388 -0.370 0.0262
O -0.373 -2.509 -0.660 -0.0710
H -4.512 -1.628 0.919 0.0841
H -4.167 0.567 1.021 0.1098
H -2.652 -3.328 0.174 0.1457
H -0.173 0.145 -0.522 0.0773
H 1.185 -2.847 -1.810 0.0769
H 1.497 -1.701 -0.683 0.0808
H 0.464 -1.121 -1.917 0.0926
H -2.504 2.727 0.694 0.1446
H 3.014 2.355 0.986 0.1469
H 4.903 -0.315 1.442 0.1816
H -0.211 3.385 0.347 0.1048
H 0.848 1.840 -0.274 0.0493
H 1.882 0.976 -1.414 0.0588
```

calculated total energy	-740.4073	Ha
LUMO level (spin up / spin down)	0.015 / -0.133	Eh
frontier orbital gap (spin up / spin down)	5.39 / 4.25	eV
spin multiplicity	3
total charge	0
expectation value of S²	2.060

# 2
Molecular formula: C9H13N4
Method: DFT, ωB97M-V/def2-TZVPD

```
26
Properties=species:S:1:pos:R:3:lowdin_charge:R:1
C 2.760 1.463 -0.219 -0.0654
C 1.878 0.293 -0.754 -0.1538
N 1.687 -0.674 0.394 -0.1678
N 2.829 -0.941 1.080 0.0830
N 0.899 -1.738 0.334 0.1144
C -0.333 -1.881 0.521 -0.0030
C -1.255 -0.730 0.431 -0.1348
C -0.916 0.527 0.634 0.0719
C -1.574 1.709 0.634 -0.0819
C -2.898 1.572 0.377 -0.0228
C -3.450 0.270 0.141 0.0021
C -2.693 -0.870 0.074 -0.2356
N -3.119 -2.142 -0.225 0.1280
H 2.026 2.174 0.265 0.0933
H 3.588 1.066 0.320 0.0524
H 3.080 1.988 -1.121 0.0809
H 2.458 -0.206 -1.578 0.1321
H 0.871 0.590 -1.248 0.1428
H 3.383 -1.751 0.786 0.1327
H 2.505 -1.220 2.026 0.1367
H -0.727 -2.883 0.612 0.1380
H -1.053 2.621 0.963 0.1312
H -3.549 2.421 0.300 0.1208
H -4.459 0.058 0.128 0.0988
H -3.991 -2.149 -0.665 0.0837
H -2.596 -2.815 -0.793 0.1220
```

calculated total energy	-569.3012	Ha
LUMO level (spin up / spin down)	-0.231 / -0.158	Eh
frontier orbital gap (spin up / spin down)	5.91 / 7.93	eV
total charge	+1
structure (SMILES)	CCN(N)/N=C\C1=C=CC=CC1=[NH2+]

# 3
Molecular formula: C9H13N4S
Method: DFT, ωB97M-V/def2-TZVPD

```
27
Properties=species:S:1:pos:R:3:lowdin_charge:R:1
C -0.874 -0.779 -3.306 -0.0929
C -3.065 -0.559 -3.007 -0.1949
C -1.190 0.312 1.129 -0.3791
C -0.546 0.085 -2.189 -0.1653
C 0.901 0.481 -2.099 -0.1798
C 1.441 0.282 -0.768 -0.2374
C 1.458 -1.149 -0.261 -0.1212
C 0.172 -1.550 0.345 -0.0421
C -1.722 0.491 -1.554 -0.4855
N -3.016 0.234 -1.985 0.0702
N -0.618 -0.800 0.998 0.1176
N -2.041 -1.075 -3.714 0.1167
N -0.983 1.401 3.835 0.0136
S -1.830 1.437 -0.048 1.0960
H -0.051 -1.227 -3.859 0.1252
H -4.138 -0.842 -3.279 0.1481
H -1.026 0.757 2.183 0.0603
H 1.442 -0.276 -2.827 0.1580
H 1.067 1.436 -2.503 0.1211
H 2.500 0.744 -0.745 0.1575
H 0.890 1.041 -0.184 0.0978
H 1.482 -1.839 -1.190 0.1584
H 2.332 -1.479 0.392 0.1649
H 0.117 -2.585 0.241 0.1245
H -1.483 0.847 4.565 0.0762
H -1.214 2.348 3.850 0.0171
H -0.036 1.329 4.285 0.0753
```

calculated total energy	-967.6303	Ha
LUMO level	-0.160	Eh
frontier orbital gap	8.88	eV
total charge	+1

# 4
Molecular formula: C9H13NO
Method: DFT, ωB97M-V/def2-TZVPD

```
24
Properties=species:S:1:pos:R:3:lowdin_charge:R:1
C 1.788 -1.982 0.176 -0.0605
N 1.589 -0.532 -0.344 0.0008
C 2.753 0.290 -0.045 -0.5380
C 2.724 1.743 0.174 -0.0589
O 3.905 -0.121 -0.289 0.0131
H 2.755 -2.180 0.152 0.0021
H 1.262 -2.123 1.167 0.0928
H 1.211 -2.513 -0.631 0.0890
H 0.811 -0.158 0.386 0.1481
H 1.848 2.407 0.595 0.0946
H 3.104 2.374 -0.619 0.0639
H 3.488 1.891 1.157 0.1496
C -2.498 -1.071 -0.620 -0.1563
C -2.467 0.041 -1.451 -0.0668
C -2.395 1.348 -0.747 -0.0841
C -2.279 1.365 0.697 -0.0957
C -2.125 0.087 1.432 -0.0953
C -2.474 -1.106 0.742 -0.1389
H -2.855 -2.054 -0.963 0.1063
H -2.407 0.136 -2.481 0.0671
H -2.955 2.281 -1.307 0.1440
H -2.396 2.328 1.219 0.0862
H -1.808 0.079 2.507 0.1002
H -2.584 -2.061 1.403 0.1366
```

calculated total energy	-480.6064	Ha
LUMO level	0.020	Eh
frontier orbital gap	9.95	eV
total charge	0
structure (SMILES)	CNC(C)=O.c1ccccc1

# 5
Molecular formula: C9H13NO2
Method: DFT, ωB97M-V/def2-TZVPD

```
25
Properties=species:S:1:pos:R:3:lowdin_charge:R:1
C -0.767 -3.949 1.258 -0.0994
C -0.625 -2.550 1.154 -0.3010
C 0.617 -2.029 0.716 -0.0127
C 0.798 -0.616 0.793 -0.0474
C -0.073 0.101 1.459 -0.3378
O -0.073 1.420 1.923 0.0132
C -1.343 -0.331 1.892 -0.0115
C -1.621 -1.643 1.705 -0.0089
H 0.064 -4.387 1.840 0.1055
H -0.905 -4.385 0.231 0.1056
H -1.754 -4.264 1.507 0.0671
H 1.290 -2.768 0.320 0.1067
H 1.755 -0.181 0.470 0.1193
H 0.710 1.802 1.471 0.0967
H -2.061 0.370 2.278 0.1223
H -2.468 -2.065 2.062 0.0731
C 1.411 3.236 -1.552 -0.0159
C 0.394 3.210 -2.618 -0.6544
N 0.134 2.006 -3.227 0.1077
O -0.146 4.200 -3.016 0.0581
H 1.872 4.227 -1.586 0.0899
H 2.202 2.491 -1.621 0.0778
H 0.835 3.149 -0.616 0.0844
H -0.799 1.901 -3.774 0.1473
H 0.553 1.054 -3.065 0.1141
```

calculated total energy	-555.9315	Ha
LUMO level	0.021	Eh
frontier orbital gap	8.96	eV
total charge	0
structure (SMILES)	Cc1ccc(O)cc1.CC(N)=O

# 6
Molecular formula: C9H13NO2
Method: DFT, ωB97M-V/def2-TZVPD

```
25
Properties=species:S:1:pos:R:3:lowdin_charge:R:1
C 1.319 3.874 -0.999 -0.0944
C 1.079 2.540 -1.535 -0.3523
C 2.083 1.696 -2.047 -0.0693
C 1.857 0.354 -1.996 -0.0611
C 0.611 -0.172 -1.658 -0.3692
O 0.435 -1.474 -1.382 -0.0045
C -0.524 0.601 -1.380 0.0071
C -0.256 1.997 -1.405 -0.0286
H 1.636 3.854 0.057 0.0789
H 0.237 4.400 -1.093 0.1150
H 2.201 4.319 -1.722 0.1315
H 3.165 2.023 -1.917 0.1363
H 2.691 -0.361 -2.217 0.1263
H 1.360 -1.958 -1.459 0.1684
H -1.538 0.233 -1.277 0.1140
H -0.941 2.813 -1.025 0.1111
C -2.669 -2.984 3.220 -0.0098
C -1.324 -2.399 2.730 -0.5144
N -0.675 -2.828 1.558 0.1461
O -0.935 -1.468 3.450 -0.0005
H -3.118 -2.213 3.886 0.0976
H -2.509 -3.794 3.861 0.0507
H -3.232 -3.270 2.360 0.0583
H 0.071 -2.316 1.127 0.0733
H -1.024 -3.468 0.864 0.0896
```

calculated total energy	-555.9202	Ha
LUMO level	0.018	Eh
frontier orbital gap	8.67	eV
total charge	0
structure (SMILES)	Cc1ccc(O)cc1.CC(N)=O

# 7
Molecular formula: C9H13NO2
Method: DFT, ωB97M-V/def2-TZVPD

```
25
Properties=species:S:1:pos:R:3:lowdin_charge:R:1
C 1.401 -1.023 -3.870 -0.0357
C 0.319 -1.397 -1.641 -0.2096
C 0.303 -2.340 -0.559 0.0032
C 0.040 -1.929 0.873 -0.0311
C -0.213 -0.528 1.011 -0.2428
C -0.258 0.236 2.350 -0.1684
C -1.291 1.329 2.685 -0.3038
C -0.201 0.474 -0.025 0.0244
C 0.068 -0.035 -1.315 -0.3111
H 1.052 0.018 -4.009 0.0788
H 2.452 -1.075 -3.434 0.1096
H 1.398 -1.644 -4.699 0.0523
H 0.542 -3.505 -0.726 0.1397
H 0.083 -2.495 1.946 0.1471
H -0.130 -0.551 2.965 0.0304
H 0.929 0.551 2.560 0.1808
H -2.348 1.087 2.523 0.1093
H -1.469 1.565 3.782 0.1150
H -1.737 3.379 2.148 0.1428
H -0.210 2.966 2.501 0.0717
H -0.378 1.442 0.345 0.0615
H 0.483 1.784 -2.004 0.2803
N -0.988 2.548 1.966 -0.0712
O 0.345 -1.680 -3.044 -0.1290
O -0.192 0.823 -2.330 -0.0442
```

calculated total energy	-555.7807	Ha
LUMO level	0.018	Eh
frontier orbital gap	8.71	eV
total charge	0

# 8
Molecular formula: C9H13NO2
Method: DFT, ωB97M-V/def2-TZVPD

```
25
Properties=species:S:1:pos:R:3:lowdin_charge:R:1
C -1.027 -1.471 -0.924 -0.0046
C 0.712 -1.199 2.941 -0.2235
C -0.712 -1.137 2.773 0.0663
C 1.552 -1.248 1.784 0.0843
C -1.246 -1.280 1.528 0.0356
C 1.019 -1.215 0.507 0.0234
C -0.360 -1.279 0.405 -0.1876
O 1.290 -1.133 4.136 0.1329
H 1.643 -2.019 4.413 0.1869
H -1.379 -1.176 3.627 0.1425
H 2.621 -1.378 1.887 0.1422
H -2.274 -1.547 1.342 0.1389
H 1.616 -1.280 -0.392 0.1388
H -1.309 -0.502 -1.351 0.1003
H -1.822 -2.212 -0.904 0.1051
H -0.302 -1.808 -1.678 0.1020
C 0.340 1.632 -2.942 -0.0058
C -0.060 3.022 -2.459 -0.5772
O 0.225 4.041 -3.038 0.0678
N -0.583 3.084 -1.181 0.1338
H -0.403 1.153 -3.572 0.0838
H 0.542 1.013 -2.059 0.0452
H -0.555 3.962 -0.680 0.1112
H -0.811 2.236 -0.693 0.0691
H 1.284 1.741 -3.470 0.0889
```

calculated total energy	-555.6631	Ha
LUMO level (spin up / spin down)	-0.161 / -0.300	Eh
frontier orbital gap (spin up / spin down)	7.83 / 4.03	eV
spin multiplicity	2
total charge	+1
expectation value of S²	0.765

# 9
Molecular formula: C9H13OPS
Method: DFT, ωB97M-V/def2-TZVPD

```
25
Properties=species:S:1:pos:R:3:lowdin_charge:R:1
C -1.786 2.870 -0.180 -0.0681
C -2.297 1.615 -0.475 -0.0630
C -0.416 3.079 -0.143 -0.0733
C -1.442 0.556 -0.723 -0.0816
C 0.450 2.030 -0.391 -0.1038
C -0.070 0.768 -0.660 -0.3914
C -0.231 -2.161 0.996 -0.1188
C 1.843 -0.854 1.672 -0.1240
C 1.151 -1.681 0.592 -0.5496
O -0.832 -2.397 -2.528 -0.3514
P 1.076 -0.603 -0.927 0.6522
S 2.793 -0.141 -1.682 0.3159
H -2.460 3.693 0.009 0.1066
H -3.365 1.463 -0.519 0.1092
H -0.020 4.059 0.076 0.1070
H -1.814 -0.420 -0.995 0.0974
H 1.521 2.181 -0.371 0.0879
H -0.144 -2.918 1.774 0.0845
H -0.824 -1.334 1.385 0.0753
H -0.742 -2.594 0.138 0.0598
H 2.801 -0.476 1.314 0.0568
H 2.026 -1.468 2.550 0.0850
H 1.224 -0.006 1.965 0.0794
H 1.780 -2.532 0.309 0.1144
H -0.222 -2.727 -3.188 -0.1066
```

calculated total energy	-1165.4280	Ha
LUMO level (spin up / spin down)	-0.079 / -0.079	Eh
frontier orbital gap (spin up / spin down)	6.22 / 6.22	eV
total charge	0

# 10
Molecular formula: C9H13OPS2
Method: DFT, ωB97M-V/def2-TZVPD

```
26
Properties=species:S:1:pos:R:3:lowdin_charge:R:1
C 0.191 2.979 0.746 -0.1170
C -0.715 3.259 -0.208 -0.0993
C 0.247 1.748 1.448 -0.0594
C -1.719 2.309 -0.489 -0.1101
C -0.725 0.766 1.066 -0.1272
C -1.751 1.129 0.204 -0.4558
C 0.887 -1.921 -1.769 -0.0224
C 2.476 -1.540 0.352 -0.0252
C 1.193 -2.189 -0.292 -0.4842
O -0.016 -1.908 0.272 -0.0908
P -3.042 -0.135 -0.166 -0.0678
S -3.334 -1.554 1.247 0.3395
S -4.057 0.213 -1.698 0.2055
H 0.947 3.837 1.027 0.1389
H -0.796 4.162 -0.692 0.0803
H 1.033 1.380 2.136 0.1068
H -2.519 2.683 -1.123 0.0913
H -0.642 -0.295 1.524 0.1004
H 1.387 -0.963 -1.957 0.0789
H 1.460 -2.612 -2.333 0.0656
H -0.159 -1.817 -1.936 0.0737
H 2.351 -1.545 1.416 0.0610
H 2.561 -0.458 0.080 0.0869
H 3.405 -1.946 0.185 0.0383
H 1.381 -3.277 -0.145 0.1352
H -0.042 -2.304 1.103 0.0569
```

calculated total energy	-1563.5786	Ha
LUMO level (spin up / spin down)	0.009 / -0.128	Eh
frontier orbital gap (spin up / spin down)	6.69 / 5.72	eV
spin multiplicity	3
total charge	0
expectation value of S²	2.014

# 11
Molecular formula: C9H13P
Method: DFT, ωB97M-V/def2-TZVPD

```
23
Properties=species:S:1:pos:R:3:lowdin_charge:R:1
C 0.861 2.871 1.539 -0.1088
C 0.207 1.878 0.629 -0.4692
P 1.077 0.339 0.022 1.0321
C 1.042 -0.529 1.678 -0.2834
C -0.709 -0.224 -0.682 -0.2678
C -0.833 -1.455 -1.491 -0.3262
C 0.267 -2.017 -2.408 -0.1427
C -0.142 -2.773 -1.180 -0.1069
C -1.631 0.730 -0.408 -0.0961
C -1.086 1.813 0.363 -0.1593
H 1.540 2.452 2.408 0.1164
H 0.173 3.474 2.115 0.0651
H 1.308 3.569 0.968 0.0218
H 1.446 -1.606 1.492 0.0701
H 0.183 -0.414 2.187 0.0014
H 1.651 -0.054 2.331 -0.0245
H -1.795 -1.544 -2.097 0.1508
H 1.180 -1.394 -2.505 0.0924
H -0.084 -2.210 -3.409 0.0859
H -1.005 -3.560 -1.303 0.1452
H 0.510 -2.750 -0.383 0.0469
H -2.604 0.733 -0.637 0.0614
H -1.554 2.671 0.770 0.0955
```

calculated total energy	-691.9504	Ha
LUMO level	0.032	Eh
frontier orbital gap	8.77	eV
total charge	0
structure (SMILES)	CC1=P(C)=C(C2CC2)C=C1

# 12
Molecular formula: C9H14
Method: DFT, ωB97M-V/def2-TZVPD

```
23
Properties=species:S:1:pos:R:3:lowdin_charge:R:1
C -0.075 -1.969 1.056 -0.1401
C 2.672 0.106 -0.564 -0.1925
C 2.342 1.404 -0.130 -0.1969
C 1.949 -0.964 -0.063 -0.1579
C 0.773 -0.776 0.737 -0.3586
C 1.083 1.612 0.511 -0.1871
C 0.392 0.512 1.062 -0.1423
H 3.479 0.042 -1.286 0.0689
H 3.086 2.178 -0.288 0.0511
H 2.327 -1.978 -0.171 0.0639
H 0.670 2.609 0.613 0.0458
H 0.354 -2.680 1.770 0.0565
H -0.468 -2.449 0.163 0.0417
H -0.433 0.872 1.672 0.0810
H -0.962 -1.667 1.638 0.0526
C -3.525 -0.139 -1.784 -0.1965
C -3.547 0.538 -0.413 -0.1882
H -3.236 0.592 -2.538 0.0527
H -2.804 -0.940 -1.865 0.0490
H -4.507 -0.506 -2.046 0.0457
H -4.457 1.117 -0.256 0.0518
H -2.610 1.057 -0.246 0.0502
H -3.639 -0.228 0.357 0.0493
```

calculated total energy	-351.2547	Ha
LUMO level (spin up / spin down)	0.144 / 0.135	Eh
frontier orbital gap (spin up / spin down)	2.89 / 7.17	eV
spin multiplicity	2
total charge	-1
expectation value of S²	0.758

Copy entry 12 word for word.
Molecular formula: C9H14
Method: DFT, ωB97M-V/def2-TZVPD

```
23
Properties=species:S:1:pos:R:3:lowdin_charge:R:1
C -0.075 -1.969 1.056 -0.1401
C 2.672 0.106 -0.564 -0.1925
C 2.342 1.404 -0.130 -0.1969
C 1.949 -0.964 -0.063 -0.1579
C 0.773 -0.776 0.737 -0.3586
C 1.083 1.612 0.511 -0.1871
C 0.392 0.512 1.062 -0.1423
H 3.479 0.042 -1.286 0.0689
H 3.086 2.178 -0.288 0.0511
H 2.327 -1.978 -0.171 0.0639
H 0.670 2.609 0.613 0.0458
H 0.354 -2.680 1.770 0.0565
H -0.468 -2.449 0.163 0.0417
H -0.433 0.872 1.672 0.0810
H -0.962 -1.667 1.638 0.0526
C -3.525 -0.139 -1.784 -0.1965
C -3.547 0.538 -0.413 -0.1882
H -3.236 0.592 -2.538 0.0527
H -2.804 -0.940 -1.865 0.0490
H -4.507 -0.506 -2.046 0.0457
H -4.457 1.117 -0.256 0.0518
H -2.610 1.057 -0.246 0.0502
H -3.639 -0.228 0.357 0.0493
```

calculated total energy	-351.2547	Ha
LUMO level (spin up / spin down)	0.144 / 0.135	Eh
frontier orbital gap (spin up / spin down)	2.89 / 7.17	eV
spin multiplicity	2
total charge	-1
expectation value of S²	0.758